Below is 4 unconnected molecules or ions with the total composition C2H11NO3 in a non-equilibrium geometry, with properties calculated with the ωB97M-V functional and the def2-TZVPD basis.

Structure (XYZ):
```
17
Properties=species:S:1:pos:R:3:forces:R:3
C -0.352458 0.343119 -1.986415 0.3464 -0.9053 -0.4368
C -1.240706 0.919041 0.205881 0.9207 -0.7053 0.5260
N -0.669101 0.135311 -0.587174 -0.7559 2.2951 -0.4050
H 0.729331 0.317341 -2.137209 0.0253 -0.1429 0.1857
H -0.692534 1.313079 -2.301974 -0.2355 0.6238 0.1771
H -0.803761 -0.417212 -2.604293 0.0033 -0.4034 -0.0429
H -0.924611 0.986685 1.265420 -0.3714 -0.1028 0.1528
H -1.990323 1.629605 -0.146389 -0.1822 0.0259 -0.1849
H -0.242263 -3.325622 -0.725082 0.1725 0.0492 -0.0516
H -0.795962 -1.943128 -1.023836 -0.3410 -0.3663 0.0420
O -0.004258 -2.473159 -1.114541 0.0824 0.0107 0.0602
H 0.994996 -0.327027 0.707259 0.2960 -0.4915 -0.1974
H 2.346755 -0.886714 1.108574 0.0952 -0.0574 0.1527
O 1.475048 -0.678866 1.465426 -0.2248 0.1422 -0.2140
H 0.797811 0.839225 2.134416 0.8100 -0.0080 0.7493
H 0.880459 1.862475 3.303159 -0.0558 -0.0930 -0.0001
O 0.491577 1.705847 2.436778 -0.5852 0.1290 -0.5130
```
Positions in Å, forces in eV/Å.

HOMO level (alpha / beta) = -15.27 / -15.20 eV
2S+1 = 2
Calculated total energy = -362.8858 Eh
Total charge = +1
Relative energy (zero: lowest compared OMol25 entry of this formula, charge and spin) = 46.8 kcal/mol

natural (NBO) atomic charge list, values in e, 4 entries:
1 C -0.47
2 C 0.05
3 N -0.06
4 H 0.29